A 2-piece molecular cluster, C6H6 overall. Source: the OMol25 dataset; level of theory: the ωB97M-V functional and the def2-TZVPD basis.

## Properties
* strongest force on any atom: 4.01 eV Å⁻¹
* LUMO level: -0.17 eV
* HOMO level: -8.39 eV
* M: 78.1 u
* Kohn-Sham gap: 8.22 eV

The geometry in XYZ format:
```
12
C6H6, DFT the ωB97M-V functional and the def2-TZVPD basis
C -0.592 0.599 -0.963
C 0.719 0.615 -1.088
C 0.069 -0.671 -0.962
C 0.124 -1.968 -0.821
C -0.128 1.111 1.902
C -0.144 -0.146 2.140
H -1.493 1.001 -1.068
H 1.033 -2.567 -0.865
H -0.706 -2.664 -0.592
H -0.180 1.925 2.620
H -0.270 1.493 0.880
H 1.568 1.272 -1.184
```

Charges obtained by Mulliken population analysis, quoted in units of e: -0.74 -0.29 0.62 -0.75 -0.52 0.04 0.45 0.22 0.22 0.28 0.15 0.31

C39H54HgN6O4SSi as an isolated structure. Source: the OMol25 dataset; level of theory: the ωB97M-V functional and the def2-TZVPD basis.

## Properties
* strongest force on any atom: 2.60 eV Å⁻¹
* LUMO level (alpha / beta): 2.42 / 2.42 eV
* HOMO level (alpha / beta): -2.94 / -3.74 eV
* M: 931.6 u
* charge: -1
* Kohn-Sham gap (alpha / beta): 5.36 / 6.16 eV
* multiplicity: 2
* <S²>: 0.78

The geometry in XYZ format:
```
106
C39H54HgN6O4SSi, DFT the ωB97M-V functional and the def2-TZVPD basis
Hg 0.314 -13.044 17.747
C -4.126 -11.010 20.637
C -3.127 -11.549 21.475
C -1.833 -11.683 21.018
C -1.537 -11.353 19.641
C -2.539 -10.893 18.814
C -3.800 -10.635 19.317
N -0.226 -11.438 19.164
C 0.772 -10.731 19.811
C 0.535 -9.734 20.775
C 1.583 -9.111 21.420
C 2.904 -9.454 21.092
C 3.199 -10.392 20.128
C 2.138 -11.045 19.454
N 2.264 -11.909 18.395
N 3.516 -12.071 18.043
C 3.784 -12.544 16.839
C 5.176 -12.800 16.523
C 5.460 -13.440 15.338
C 4.382 -13.787 14.451
C 3.113 -13.368 14.789
N 2.777 -12.750 15.941
H -5.108 -10.902 21.088
H -3.411 -11.928 22.468
H -0.978 -11.925 21.668
H -2.346 -10.680 17.749
H -4.500 -10.094 18.661
H -0.493 -9.509 20.928
H 1.343 -8.345 22.173
H 3.765 -8.999 21.591
H 4.214 -10.657 19.810
H 5.901 -12.519 17.297
H 6.493 -13.702 15.051
H 4.644 -14.303 13.509
H 2.253 -13.502 14.072
C -2.595 -19.463 16.610
C -2.429 -17.972 16.628
C -3.379 -17.238 17.523
C -2.472 -17.397 15.231
O -1.039 -17.739 17.129
Si -0.203 -16.500 17.754
S -0.296 -14.830 16.282
O -0.722 -15.983 19.234
C -0.224 -16.497 20.531
C 0.095 -17.987 20.360
C -1.404 -16.282 21.426
C 0.995 -15.617 20.916
O 1.371 -16.828 17.907
C 2.334 -17.403 16.948
C 3.624 -16.635 17.219
C 1.794 -17.104 15.566
C 2.452 -18.857 17.308
H -3.494 -19.787 16.025
H -2.720 -19.968 17.571
H -1.720 -19.939 16.125
H -4.402 -17.473 17.164
H -3.208 -16.175 17.435
H -3.441 -17.524 18.551
H -3.425 -17.652 14.704
H -1.680 -17.788 14.526
H -2.396 -16.312 15.286
H -0.643 -18.559 19.838
H 0.228 -18.477 21.335
H 1.026 -18.206 19.830
H -2.292 -16.843 21.074
H -1.683 -15.217 21.447
H -1.194 -16.652 22.431
H 1.742 -15.612 20.100
H 1.319 -16.059 21.855
H 0.674 -14.586 21.190
H 3.645 -15.550 16.911
H 4.369 -17.137 16.560
H 3.965 -16.689 18.260
H 1.804 -16.038 15.339
H 0.800 -17.483 15.339
H 2.499 -17.490 14.794
H 2.862 -18.977 18.306
H 3.119 -19.464 16.658
H 1.463 -19.315 17.207
C -4.242 -7.731 15.559
C -3.150 -6.703 15.381
N -2.446 -6.473 16.663
C -3.175 -5.621 17.651
C -2.656 -5.759 19.065
C -1.066 -6.266 16.730
O -0.449 -5.299 17.156
C -0.233 -7.454 16.272
C 1.175 -7.300 16.278
C 1.949 -8.363 15.907
C 1.304 -9.548 15.574
N -0.005 -9.777 15.657
C -0.759 -8.708 15.927
H -4.650 -7.954 14.582
H -5.099 -7.352 16.130
H -3.844 -8.618 16.059
H -3.506 -5.700 15.080
H -2.380 -6.995 14.658
H -4.242 -5.891 17.600
H -3.138 -4.593 17.258
H -2.220 -6.731 19.299
H -3.477 -5.575 19.754
H -1.899 -4.999 19.285
H 1.572 -6.318 16.535
H 3.045 -8.291 15.873
H 1.892 -10.407 15.243
H -1.884 -8.818 15.950
```

These are the Mulliken partial charges, in e, on atoms 1 to 99: 1.32 -0.49 -0.75 -0.17 -0.75 0.31 -0.46 0.61 0.18 -0.54 -0.78 -0.48 -0.72 -0.14 1.16 -1.17 0.12 -0.45 -0.37 -0.43 -0.74 0.09 0.38 0.34 0.50 0.23 0.31 0.46 0.33 0.33 0.43 0.40 0.30 0.38 0.32 -1.71 1.85 -1.54 -1.41 0.03 -1.37 -0.93 0.21 1.80 -1.44 -1.56 -1.19 0.73 1.95 -1.37 -1.44 -1.80 0.36 0.37 0.33 0.46 0.29 0.25 0.45 0.24 0.30 0.22 0.52 0.17 0.31 0.24 0.38 0.07 0.47 0.16 0.03 0.44 0.29 0.17 0.19 0.49 0.37 0.38 0.23 -0.87 -0.84 0.59 -0.46 -1.27 -0.26 -0.68 0.64 -0.65 -0.44 -0.19 -0.48 0.59 0.35 0.38 0.09 0.44 0.47 0.34 0.34

One molecule with the formula C24H25NO6. Source: the OMol25 dataset; level of theory: the ωB97M-V functional and the def2-TZVPD basis.

## Properties
* SMILES string: Cc1cc(C(=O)COC(=O)c2cc(O)c3ccccc3c2O)c(C)n1C[C@@H]1CCCO1
* strongest force on any atom: 0.85 eV Å⁻¹
* LUMO level: 0.39 eV
* HOMO level: -7.58 eV
* M: 423.5 u
* Kohn-Sham gap: 7.96 eV

The geometry in XYZ format:
```
56
C24H25NO6, DFT the ωB97M-V functional and the def2-TZVPD basis
C -5.246 0.203 1.536
C -3.979 -0.491 1.182
C -2.836 -0.602 1.914
C -1.934 -1.423 1.180
C -0.568 -1.770 1.480
O 0.105 -2.550 0.835
C 0.063 -1.050 2.686
O 1.434 -0.790 2.425
C 1.657 -0.061 1.330
O 0.737 0.398 0.660
C 3.069 0.168 1.036
C 4.072 -0.426 1.839
C 5.396 -0.213 1.588
O 6.382 -0.776 2.343
C 5.793 0.627 0.507
C 7.148 0.882 0.228
C 7.505 1.694 -0.815
C 6.523 2.282 -1.622
C 5.197 2.049 -1.374
C 4.800 1.220 -0.308
C 3.421 0.978 -0.040
O 2.514 1.553 -0.839
C -2.593 -1.790 0.008
C -2.067 -2.696 -1.043
N -3.816 -1.203 0.010
C -4.770 -1.192 -1.064
C -4.615 0.009 -2.035
C -3.253 0.097 -2.735
C -2.469 1.058 -1.844
C -3.574 1.979 -1.329
O -4.785 1.235 -1.347
H -5.104 0.748 2.466
H -5.543 0.903 0.757
H -6.054 -0.516 1.682
H -2.673 -0.166 2.879
H 0.044 -1.698 3.564
H -0.454 -0.109 2.890
H 3.758 -1.060 2.655
H 5.983 -1.330 3.024
H 7.893 0.422 0.858
H 8.548 1.885 -1.020
H 6.819 2.921 -2.441
H 4.427 2.493 -1.985
H 1.621 1.277 -0.520
H -2.821 -2.975 -1.774
H -1.682 -3.598 -0.569
H -1.221 -2.233 -1.551
H -5.773 -1.140 -0.633
H -4.692 -2.116 -1.641
H -5.433 -0.083 -2.763
H -3.388 0.533 -3.726
H -2.776 -0.871 -2.845
H -1.988 0.531 -1.021
H -1.707 1.608 -2.392
H -3.697 2.853 -1.981
H -3.395 2.324 -0.307
```

Charges obtained by Mulliken population analysis, quoted in units of e: -1.71 0.56 -1.03 1.31 0.43 -0.69 -0.54 -0.26 1.47 -0.87 -0.45 -0.65 0.83 -0.59 0.42 -0.70 -0.50 -0.56 -0.61 0.27 -0.06 -0.65 0.33 -1.86 0.43 -1.62 0.51 -0.89 0.06 -0.61 -0.52 0.38 0.34 0.32 0.46 0.32 0.35 0.43 0.28 0.44 0.40 0.40 0.45 0.29 0.37 0.46 0.26 0.45 0.41 0.45 0.37 0.29 -0.34 0.53 0.35 0.31

One molecule with the formula C4H3FN2O. Source: the OMol25 dataset; level of theory: the ωB97M-V functional and the def2-TZVPD basis.

## Properties
* SMILES string: Oc1cncc(F)n1
* strongest force on any atom: 6.68 eV Å⁻¹
* LUMO level: 0.24 eV
* HOMO level: -9.20 eV
* M: 114.1 u
* Kohn-Sham gap: 9.44 eV

The geometry in XYZ format:
```
11
C4H3FN2O, DFT the ωB97M-V functional and the def2-TZVPD basis
O -2.186 -0.948 -0.027
C -0.951 -0.344 -0.022
C -0.811 1.039 0.141
N 0.446 1.599 -0.024
C 1.529 0.818 -0.164
C 1.153 -0.575 0.095
F 2.275 -1.337 0.132
N 0.084 -1.226 -0.006
H -2.209 -1.836 -0.485
H -1.821 1.595 0.805
H 2.493 1.215 -0.445
```

Charges obtained by Mulliken population analysis, quoted in units of e: -0.52 0.60 -0.22 -0.48 -0.13 0.50 -0.28 -0.47 0.37 0.22 0.41

C4HI2NO2S as an isolated structure. Source: the OMol25 dataset; level of theory: the ωB97M-V functional and the def2-TZVPD basis.

## Properties
* strongest force on any atom: 2.67 eV Å⁻¹
* LUMO level: -2.96 eV
* HOMO level: -8.41 eV
* M: 380.9 u
* Kohn-Sham gap: 5.45 eV

The geometry in XYZ format:
```
11
C4HI2NO2S, DFT the ωB97M-V functional and the def2-TZVPD basis
C -1.603 -0.718 0.000
C -1.408 0.516 -0.181
C 1.324 -0.064 0.131
C 1.165 -1.320 0.129
N -0.700 1.649 -0.307
O -0.328 1.929 -1.438
O -0.414 2.259 0.736
S -0.424 -2.150 0.218
I 2.297 1.659 0.321
I 2.704 -2.810 0.082
H -2.613 -0.951 0.309
```

Charges obtained by Mulliken population analysis, quoted in units of e: -0.48 0.27 -0.61 0.48 0.58 -0.50 -0.54 -0.10 0.44 0.15 0.31